Record 1
C61H79AsBN8O4SV as an isolated structure. Source: OMol25; level of theory: ωB97M-V/def2-TZVPD.

Expectation value of S²: 2.01
E_HOMO (spin up / spin down) (eV): -7.075 / -7.096
Spin multiplicity: 3

Geometry (Å):
V -0.94793 0.36174 1.18007
C -4.11475 -2.02317 1.13259
O -3.04863 -1.25891 0.57761
C -2.95512 -1.44459 -0.79746
C -2.09075 -2.40743 -1.29989
C -1.11006 -3.15059 -0.41599
C 0.29911 -2.81445 -0.84500
C 1.15773 -3.82123 -1.25147
C 2.44627 -3.54480 -1.68830
C 2.75659 -2.19830 -1.83932
C 1.91013 -1.14519 -1.47970
C 2.34947 0.21772 -2.02297
C 2.09075 1.49063 -1.25604
C 3.15274 2.10457 -0.59839
C 2.98140 3.22566 0.20266
C 1.68252 3.69561 0.35750
C 0.59065 3.13327 -0.29218
C -0.78247 3.69709 0.06688
C -1.96612 3.35876 -0.80226
C -2.42504 4.21742 -1.78142
C -3.53298 3.91327 -2.58149
C -4.19883 2.72755 -2.30633
C -3.76409 1.84007 -1.31909
C -4.49602 0.53486 -1.07939
C -3.71575 -0.64137 -1.63469
C -3.67880 -0.88611 -3.00510
C -2.88351 -1.89171 -3.54514
C -2.08115 -2.61917 -2.66961
C -2.86633 -2.22736 -5.03379
C -3.79329 -1.31696 -5.83990
C -1.44091 -2.07807 -5.58321
C -3.33347 -3.67981 -5.22253
C -2.61426 2.14236 -0.61376
O -2.06529 1.20780 0.20676
C -3.95086 4.86317 -3.70434
C -2.77652 5.03464 -4.67814
C -5.14857 4.32995 -4.48994
C -4.32652 6.23136 -3.11651
C 0.81590 2.05772 -1.16149
O -0.26209 1.54966 -1.82655
C -0.33197 1.56500 -3.24129
C 4.14105 3.95105 0.88094
C 4.32140 5.32037 0.20822
C 3.83905 4.16158 2.37243
C 5.45194 3.17456 0.75820
C 0.71267 -1.47070 -0.81207
O -0.05002 -0.60281 -0.15519
C 3.50485 -4.62407 -1.89880
C 2.89169 -6.02582 -1.88047
C 4.51644 -4.52723 -0.74362
C 4.23764 -4.43065 -3.23000
H -3.92224 -3.09464 1.03222
H -5.05147 -1.78868 0.62227
H -4.19598 -1.75636 2.18374
H -1.25295 -4.22789 -0.51797
H -1.26787 -2.88520 0.62879
H 0.79555 -4.84215 -1.20663
H 3.71210 -1.92926 -2.27969
H 1.92313 0.30696 -3.01908
H 3.42512 0.14468 -2.17939
H 4.13321 1.65348 -0.70844
H 1.49019 4.54367 1.00860
H -0.69918 4.78230 0.13985
H -1.00172 3.34102 1.07832
H -1.89207 5.15369 -1.92313
H -5.08850 2.45594 -2.86308
H -5.47468 0.60057 -1.55749
H -4.64979 0.38497 -0.01209
H -4.27302 -0.24707 -3.64854
H -1.38734 -3.35989 -3.05939
H -3.50468 -0.26586 -5.75119
H -4.83382 -1.41928 -5.52231
H -3.73683 -1.58975 -6.89584
H -1.08477 -1.05273 -5.45186
H -1.42040 -2.31363 -6.65071
H -0.74048 -2.74476 -5.07623
H -4.32748 -3.82054 -4.79120
H -2.65337 -4.38299 -4.73764
H -3.38056 -3.92841 -6.28662
H -2.48822 4.07097 -5.10730
H -1.90040 5.45599 -4.18064
H -3.05734 5.70554 -5.49542
H -4.93160 3.35581 -4.93605
H -5.39222 5.02270 -5.29906
H -6.03440 4.23154 -3.85709
H -3.48754 6.67806 -2.57864
H -5.16041 6.13305 -2.41671
H -4.62299 6.92040 -3.91289
H 0.31441 2.33723 -3.66689
H -1.37051 1.78795 -3.49278
H -0.07923 0.59144 -3.66373
H 3.41324 5.92161 0.29489
H 4.54861 5.20325 -0.85446
H 5.14178 5.87121 0.67898
H 3.01525 4.86200 2.52087
H 4.71708 4.57195 2.87742
H 3.56867 3.21906 2.85313
H 5.77987 3.10146 -0.28125
H 5.35870 2.16197 1.16156
H 6.23460 3.68895 1.31986
H 2.42777 -6.24570 -0.91588
H 3.67165 -6.77007 -2.05675
H 2.13322 -6.13986 -2.66016
H 3.99478 -4.59013 0.21436
H 5.03969 -3.56803 -0.76786
H 5.25731 -5.33087 -0.80735
H 3.53008 -4.40769 -4.06290
H 4.93625 -5.25494 -3.39749
H 4.81302 -3.50317 -3.24766
C -3.41785 2.67055 3.91550
C -3.10446 2.07875 2.69175
N -1.90348 1.50292 2.74644
N -1.42630 1.72558 3.99469
C -2.32707 2.40785 4.71896
B -0.21978 0.86800 4.42530
N -0.70645 -0.61384 4.32311
C -1.11230 -1.46309 5.28742
C -1.63623 -2.58636 4.68503
C -1.53097 -2.31871 3.31604
N -0.99169 -1.12854 3.10279
N 0.96068 1.05737 3.43433
C 2.26448 1.16402 3.75044
C 3.01893 0.83954 2.64374
C 2.08133 0.52171 1.66085
N 0.84958 0.65742 2.13917
N 0.26498 1.17005 5.83226
C 1.04986 0.37442 6.60415
C 1.45535 1.10441 7.68969
C 0.87199 2.37343 7.48464
N 0.16992 2.41372 6.36615
H -4.31681 3.20096 4.17947
H -3.68093 2.06081 1.78319
H -2.11327 2.68424 5.73651
H -1.00530 -1.21409 6.33045
H -2.03803 -3.46303 5.16536
H -1.79732 -2.94869 2.48464
H 2.56833 1.46190 4.74121
H 4.09273 0.84156 2.55445
H 2.24746 0.17824 0.65300
H 1.26371 -0.64377 6.32103
H 2.08458 0.78236 8.50250
H 0.93639 3.25369 8.10778
C 2.98661 -6.06854 3.14901
As 2.77658 -4.19139 3.54709
C 1.92094 -4.16116 5.27232
C 4.57377 -3.56318 3.87074
S 1.78443 -3.13295 2.07716
H 3.75677 -6.51705 3.77553
H 3.25795 -6.15291 2.09942
H 2.03436 -6.56827 3.31245
H 2.49347 -4.72558 6.00964
H 0.92503 -4.58300 5.15816
H 1.82337 -3.12151 5.57922
H 4.97905 -3.24585 2.91313
H 4.53615 -2.70807 4.54377
H 5.19034 -4.35073 4.30187

Forces on atoms 1 to 6 (eV/Å):
V 1.24 -2.60 2.17
C 0.07 0.10 0.03
O 0.08 -0.19 0.09
C -0.10 0.02 0.00
C -0.06 -0.10 0.06
C 0.08 0.16 -0.11

Results of the Mulliken charge analysis, in e, for atoms 1 through 2: atom 1 (V): 1.698, atom 2 (C): -1.333


Record 2
A 12-piece molecular cluster, C62H145N7O5 overall. Source: OMol25; level of theory: ωB97M-V/def2-TZVPD.

ΔE to the lowest compared entry with this formula, charge and spin (kJ/mol): 0.0
E_HOMO (eV): -7.790

Geometry (Å):
C 10.82649 -12.83067 -23.24458
C 9.60253 -12.77041 -24.12904
N 8.46603 -12.71242 -23.24998
C 8.19023 -11.36712 -22.64141
C 7.55941 -11.55526 -21.27251
C 7.29126 -13.24318 -23.79961
C 7.24279 -14.74354 -23.56962
H 11.78182 -13.11362 -23.68660
H 10.70784 -13.39119 -22.31731
H 11.04401 -11.78075 -23.04851
H 9.64070 -11.98292 -24.88171
H 9.62520 -13.65850 -24.76060
H 9.09767 -10.86914 -22.29987
H 7.55382 -10.65262 -23.16349
H 6.56256 -11.99330 -21.32279
H 8.10724 -12.11804 -20.51670
H 7.43795 -10.56301 -20.83803
H 7.29483 -13.13246 -24.88397
H 6.31498 -12.84799 -23.51885
H 8.02555 -15.32668 -24.05474
H 6.30475 -15.12396 -23.97394
H 7.16033 -14.99348 -22.51188
C 0.24697 -15.22604 -25.23182
C 1.19495 -15.51116 -24.00208
N 2.57149 -15.66989 -24.45700
C 3.31992 -14.46764 -24.89957
C 3.49087 -13.34782 -23.82594
C 2.69872 -16.65768 -25.49410
C 2.26032 -18.07154 -25.03775
H 0.04327 -16.19895 -25.67909
H 0.71664 -14.72451 -26.07798
H -0.72739 -14.81884 -24.96179
H 1.10836 -14.77145 -23.20620
H 0.96923 -16.48037 -23.55737
H 4.35063 -14.57783 -25.23665
H 2.72625 -14.07926 -25.72709
H 4.18770 -13.64030 -23.04047
H 3.78036 -12.44519 -24.36406
H 2.46605 -13.08901 -23.55975
H 3.74900 -16.74951 -25.77083
H 2.23345 -16.37029 -26.43699
H 1.18654 -18.21079 -24.91244
H 2.74428 -18.31308 -24.09143
H 2.55518 -18.83184 -25.76100
C -1.46132 -18.03299 -18.47553
C -0.11801 -18.82887 -18.24022
N 0.12639 -19.74227 -19.28144
C 1.09997 -20.75453 -18.95744
C 0.94479 -21.96992 -19.81572
C 0.43447 -18.99284 -20.56056
C -0.33207 -19.64356 -21.74526
H -2.22934 -18.52920 -19.06886
H -1.13082 -17.06668 -18.85648
H -1.95935 -17.86014 -17.52150
H 0.71411 -18.16308 -18.01129
H -0.28138 -19.37135 -17.30903
H 2.15636 -20.48728 -18.93030
H 1.01609 -21.04232 -17.90947
H 1.47986 -21.88642 -20.76168
H 1.61121 -22.63387 -19.26515
H -0.04226 -22.43058 -19.85598
H 1.49436 -18.93948 -20.80931
H 0.08825 -17.95950 -20.58137
H -0.11356 -20.69672 -21.92196
H -0.06036 -19.12162 -22.66278
H -1.40650 -19.62922 -21.56226
C 3.20587 -18.53331 -31.67630
C 2.89623 -17.79924 -30.32894
N 3.41170 -18.54023 -29.15696
C 2.90791 -19.89093 -28.79585
C 1.38608 -19.82015 -28.38683
C 4.89665 -18.70857 -29.32387
C 5.72777 -19.13656 -28.03491
H 2.71262 -19.50532 -31.67908
H 4.27713 -18.64597 -31.84304
H 2.67111 -17.94389 -32.42109
H 3.42068 -16.84370 -30.33143
H 1.83296 -17.56677 -30.26947
H 3.37372 -20.26360 -27.88358
H 2.98755 -20.66861 -29.55544
H 0.73984 -19.54931 -29.22176
H 1.21987 -18.99111 -27.69895
H 1.06798 -20.79440 -28.01567
H 5.13436 -19.46563 -30.07118
H 5.39171 -17.78227 -29.61535
H 6.58174 -18.46864 -27.92221
H 5.08104 -18.89755 -27.19070
H 6.03213 -20.18283 -28.00694
C -4.50924 -18.86998 -21.81210
C -4.92160 -17.46081 -22.31563
N -4.48781 -17.25697 -23.70347
C -3.08326 -17.27986 -23.94476
C -2.74704 -18.28178 -25.05313
C -4.98788 -15.95472 -24.10416
C -4.98543 -15.72804 -25.61147
H -3.44267 -19.09409 -21.82935
H -5.06723 -19.61046 -22.38519
H -4.83510 -19.00901 -20.78128
H -6.00870 -17.42969 -22.24251
H -4.49528 -16.73951 -21.61845
H -2.71939 -16.29464 -24.23636
H -2.46732 -17.47019 -23.06584
H -2.86571 -17.78270 -26.01487
H -1.68079 -18.49319 -25.13389
H -3.27033 -19.23795 -25.05343
H -4.57019 -15.04825 -23.66604
H -6.04747 -15.94465 -23.84872
H -4.00623 -15.33687 -25.88759
H -5.67961 -14.92239 -25.85053
H -5.23260 -16.60368 -26.21167
C -4.36835 -11.62527 -22.11410
C -3.11004 -10.67617 -21.91092
N -1.93425 -11.32056 -21.33041
C -0.73802 -10.54288 -21.73091
C -0.15989 -11.05745 -23.09466
C -2.05727 -11.64260 -19.93907
C -1.41785 -12.98371 -19.74873
H -4.20285 -12.39909 -22.86370
H -5.22334 -10.95483 -22.20127
H -4.57163 -12.21578 -21.22074
H -2.76145 -10.19113 -22.82269
H -3.44757 -10.03585 -21.09596
H -0.99205 -9.49328 -21.87892
H 0.07229 -10.61456 -21.00542
H -0.93377 -11.19509 -23.84982
H 0.50861 -10.23971 -23.36394
H 0.47404 -11.94008 -23.00981
H -3.09329 -11.72779 -19.61118
H -1.62259 -10.96571 -19.20357
H -2.02346 -13.82658 -20.08178
H -1.07653 -13.04325 -18.71526
H -0.50889 -13.08125 -20.34236
C 4.99297 -18.01194 -19.85926
C 5.31295 -16.50225 -20.02719
N 4.32649 -15.56638 -19.51161
C 4.73855 -14.13823 -19.56439
C 6.06109 -13.81948 -18.85154
C 3.02944 -15.79281 -20.12216
C 1.90835 -14.83543 -19.80514
H 5.93823 -18.48990 -19.60212
H 4.67762 -18.34842 -20.84690
H 4.41932 -18.33685 -18.99123
H 6.27726 -16.28471 -19.56796
H 5.53813 -16.35569 -21.08356
H 4.87479 -13.86480 -20.61070
H 3.92902 -13.53875 -19.14797
H 6.99034 -14.21450 -19.26211
H 6.09953 -12.73675 -18.73188
H 6.15604 -14.22556 -17.84448
H 2.67908 -16.77802 -19.81441
H 3.19964 -15.79272 -21.19879
H 2.06876 -13.82528 -20.18190
H 1.85925 -14.90756 -18.71863
H 0.96050 -15.23486 -20.16588
C -3.02879 -13.39111 -28.10761
C -3.72197 -12.22465 -27.49132
C -3.16742 -12.35233 -26.14338
O -1.80567 -12.82016 -26.34529
C -1.62388 -13.30161 -27.67274
H -3.10011 -13.42634 -29.19471
H -3.38300 -14.34020 -27.70529
H -4.79691 -12.29474 -27.65767
H -3.30014 -11.29723 -27.87868
H -3.53596 -13.13017 -25.47461
H -3.08183 -11.46132 -25.52138
H -1.04499 -14.22518 -27.66877
H -1.10506 -12.57227 -28.29484
C 3.63222 -8.95608 -23.64137
C 5.06097 -9.02285 -24.19755
C 5.69003 -7.72245 -23.82591
O 5.05149 -7.42593 -22.57039
C 3.72948 -8.05745 -22.43910
H 3.40028 -9.96782 -23.30870
H 2.89444 -8.58822 -24.35444
H 5.22288 -9.26906 -25.24696
H 5.64345 -9.84085 -23.77363
H 5.43473 -6.98696 -24.58878
H 6.76414 -7.88123 -23.73013
H 2.97327 -7.27459 -22.49701
H 3.67554 -8.66889 -21.53836
C 1.82495 -11.59906 -29.10890
C 1.84235 -11.11927 -27.61046
C 0.63887 -10.19986 -27.54235
O 0.49545 -9.68950 -28.81410
C 0.68378 -10.72952 -29.76448
H 1.39164 -12.59283 -28.99593
H 2.77826 -11.52952 -29.63280
H 2.72071 -10.49578 -27.44363
H 1.85825 -11.86974 -26.82011
H 0.80387 -9.35683 -26.87140
H -0.24268 -10.77864 -27.26673
H 0.95191 -10.23573 -30.69848
H -0.31491 -11.13995 -29.91370
C 1.76174 -23.12729 -23.99469
C 0.30994 -23.35692 -23.74268
C -0.33634 -22.25081 -24.56996
O 0.62336 -21.15222 -24.61482
C 1.89516 -21.60553 -24.00651
H 2.12246 -23.60408 -24.90610
H 2.32356 -23.59015 -23.18339
H 0.15760 -23.20130 -22.67465
H -0.13323 -24.33637 -23.92266
H -1.31413 -21.99543 -24.16154
H -0.52407 -22.58281 -25.59106
H 2.09242 -21.21468 -23.00829
H 2.73140 -21.33478 -24.65112
C 7.93845 -20.34306 -23.49210
C 7.46059 -19.80856 -24.84284
C 7.05320 -18.35228 -24.43700
O 6.58337 -18.48532 -23.04961
C 7.10782 -19.65519 -22.46398
H 8.99643 -20.13155 -23.33711
H 7.95460 -21.43262 -23.51838
H 6.55228 -20.24471 -25.25860
H 8.19866 -19.90170 -25.63951
H 6.36204 -17.82808 -25.09700
H 7.93321 -17.71559 -24.34582
H 6.32848 -20.21461 -21.94651
H 7.82352 -19.38294 -21.68825

Forces on atoms 1 to 6 (eV/Å):
C 1.31 1.52 -0.14
C 0.74 -1.15 -0.08
N -0.32 2.83 1.09
C 1.04 -1.33 1.75
C -1.09 0.28 0.51
C -0.91 -2.15 -1.58

Results of the Mulliken charge analysis, in e, for atoms 1 through 2: atom 1 (C): -1.281, atom 2 (C): -0.656


| no. | M (g mol⁻¹) | total energy (eV) |
| --- | --- | --- |
| 1 | 1157.1 | -182694.349 |
| 2 | 1068.9 | -87304.403 |